Record 1
Molecular formula: C17H26NO3
Method: DFT, the ωB97M-V functional and the def2-TZVPD basis

Kohn-Sham gap in eV: 9.3889
ΔE to the lowest compared entry with this formula, charge and spin in kcal/mol: 4.3
Structure (SMILES): CC(C)(C)[NH2+]C[C@H](O)COc1cccc2c1CCCC2=O
Total charge: +1
Highest occupied orbital energy in eV: -12.08
2S+1: 1
Strongest force on any atom in eV/A: 0.7

Each line ends with the natural charge from an NBO analysis.
Geometry (Å):
C 2.216 2.411 0.829  -0.638
C 2.003 1.702 -0.501  0.147
C 3.220 1.818 -1.409  -0.635
C 0.753 2.229 -1.201  -0.632
N 1.722 0.244 -0.230  -0.589
C 2.709 -0.566 0.512  -0.246
C 2.401 -2.053 0.259  0.061
O 2.234 -2.146 -1.140  -0.734
C 1.160 -2.609 1.003  -0.099
O -0.050 -2.185 0.421  -0.519
C -0.746 -1.095 0.885  0.344
C -0.340 -0.275 1.937  -0.356
C -1.099 0.837 2.290  -0.191
C -2.234 1.152 1.579  -0.179
C -2.654 0.329 0.532  -0.129
C -1.931 -0.809 0.186  -0.035
C -2.424 -1.722 -0.893  -0.435
C -3.949 -1.703 -0.917  -0.388
C -4.444 -0.288 -1.179  -0.511
C -3.883 0.727 -0.217  0.570
O -4.361 1.827 -0.074  -0.506
H 2.328 3.477 0.655  0.249
H 3.116 2.065 1.329  0.220
H 1.362 2.270 1.487  0.225
H 4.140 1.558 -0.892  0.221
H 3.117 1.186 -2.288  0.223
H 3.321 2.844 -1.748  0.249
H 0.581 1.711 -2.142  0.221
H 0.871 3.285 -1.423  0.247
H -0.129 2.122 -0.572  0.228
H 1.615 -0.261 -1.127  0.460
H 0.812 0.184 0.275  0.479
H 2.690 -0.331 1.575  0.232
H 3.702 -0.357 0.112  0.241
H 3.269 -2.639 0.594  0.203
H 2.024 -3.051 -1.393  0.503
H 1.160 -3.698 0.886  0.214
H 1.223 -2.390 2.072  0.196
H 0.527 -0.517 2.534  0.222
H -0.787 1.446 3.124  0.230
H -2.827 2.021 1.818  0.254
H -2.050 -2.730 -0.714  0.237
H -2.037 -1.393 -1.863  0.218
H -4.319 -2.374 -1.692  0.228
H -4.330 -2.055 0.044  0.210
H -5.533 -0.231 -1.141  0.254
H -4.148 0.035 -2.183  0.236

***

Record 2
Molecular formula: C2H4O2
Method: DFT, the ωB97M-V functional and the def2-TZVPD basis

Kohn-Sham gap in eV: 11.1421
ΔE to the lowest compared entry with this formula, charge and spin in kcal/mol: 49.9
Structure (SMILES): O=CCO
Total charge: 0
Highest occupied orbital energy in eV: -10.31
2S+1: 1
Strongest force on any atom in eV/A: 4.5

Each line ends with the natural charge from an NBO analysis.
Geometry (Å):
O -0.773 0.433 -1.123  -0.533
C 0.325 0.110 -0.834  0.415
C 0.734 -0.341 0.493  -0.176
O -0.330 -0.065 1.388  -0.701
H 1.109 0.021 -1.631  0.111
H 0.777 -1.445 0.141  0.186
H 1.740 0.007 0.824  0.218
H -1.155 -0.146 0.598  0.480